No. 1
DFT (the ωB97M-V functional and the def2-TZVPD basis) results for a molecular structure, C4H8N2O.

Atoms and positions in Å:
1 C 1.056 1.630 1.300
2 N 0.451 0.996 0.155
3 C -0.142 -0.222 0.217
4 N -0.420 -0.979 1.207
5 C -0.201 -0.849 -1.479
6 O 0.526 -0.229 -2.225
7 C -1.265 -1.725 -1.537
8 H 1.333 2.649 1.024
9 H 1.956 1.107 1.650
10 H 0.340 1.686 2.127
11 H 0.807 1.229 -0.762
12 H -0.061 -0.605 2.087
13 H -1.211 -0.344 -0.656
14 H -1.574 -2.150 -2.491
15 H -1.594 -2.195 -0.618

As for the LUMO energy: 0.34 eV. The value obtained for the frontier orbital gap is 9.20 eV.

Here are the Löwdin charges for atoms 1 to 6, given in e: -0.085, -0.026, -0.417, 0.141, -0.495, 0.033

=====

No. 2
DFT (the ωB97M-V functional and the def2-TZVPD basis) results for a single C3H9NO molecule in a non-equilibrium geometry.

Atoms and positions in Å:
1 N -2.031 0.630 -0.475
2 C -1.027 -0.134 0.163
3 C 0.262 0.069 -0.577
4 C 1.298 -0.219 0.537
5 O 2.620 -0.554 0.071
6 H -2.266 0.232 -1.390
7 H -2.862 0.456 0.044
8 H -1.271 -1.194 0.246
9 H -0.784 0.388 1.130
10 H 0.320 -0.563 -1.432
11 H 0.414 1.074 -0.972
12 H 1.435 0.522 1.430
13 H 0.894 -1.062 1.146
14 H 2.996 0.355 0.080

As for the SMILES: NCCCO. As for the LUMO energy: 0.99 eV. The value obtained for the frontier orbital gap is 10.59 eV.

Here are the Löwdin charges for atoms 1 to 6, given in e: -0.017, -0.358, -0.192, -0.290, -0.094, 0.084

=====

No. 3
DFT (the ωB97M-V functional and the def2-TZVPD basis) results for a molecular structure, C37H30LuN3O6S in a non-equilibrium geometry.

Atoms and positions in Å:
1 Lu 0.379 0.495 -0.284
2 C 4.380 -0.127 -3.117
3 O 4.721 0.286 -1.798
4 C 3.554 0.356 -1.120
5 N 2.478 0.082 -1.764
6 C 2.839 0.042 -3.179
7 C 2.228 -0.968 -4.113
8 C 2.632 -0.906 -5.446
9 C 2.185 -1.838 -6.361
10 C 1.332 -2.851 -5.957
11 C 0.892 -2.890 -4.646
12 C 1.331 -1.949 -3.730
13 C 3.579 0.935 0.209
14 C 4.771 1.310 0.830
15 C 4.711 2.083 1.973
16 C 3.466 2.472 2.464
17 C 2.328 2.034 1.799
18 N 2.376 1.281 0.698
19 C 0.981 2.408 2.225
20 N -0.071 2.033 1.610
21 C -1.218 2.478 2.376
22 C -0.577 3.421 3.432
23 O 0.824 3.178 3.313
24 C -2.281 3.125 1.529
25 C -3.565 3.278 2.038
26 C -4.544 3.901 1.286
27 C -4.248 4.369 0.016
28 C -2.975 4.203 -0.500
29 C -1.990 3.584 0.252
30 H 4.664 -1.180 -3.248
31 H 4.929 0.489 -3.828
32 H 2.565 1.037 -3.564
33 H 3.297 -0.115 -5.765
34 H 2.513 -1.782 -7.389
35 H 1.009 -3.596 -6.667
36 H 0.204 -3.659 -4.329
37 H 0.966 -1.964 -2.716
38 H 5.709 1.011 0.395
39 H 5.616 2.403 2.465
40 H 3.369 3.099 3.334
41 H -1.647 1.592 2.866
42 H -0.883 3.206 4.455
43 H -0.763 4.476 3.204
44 H -3.799 2.906 3.025
45 H -5.539 4.021 1.689
46 H -5.011 4.859 -0.568
47 H -2.739 4.555 -1.493
48 H -1.001 3.442 -0.165
49 O -0.242 -1.057 3.602
50 C -0.698 -0.914 2.474
51 O -0.024 -0.607 1.444
52 C -2.214 -1.092 2.297
53 C -2.942 -1.356 3.455
54 C -4.316 -1.503 3.433
55 C -5.003 -1.382 2.236
56 C -4.300 -1.123 1.075
57 C -2.918 -0.984 1.100
58 S -2.160 -0.599 -0.485
59 H -2.378 -1.442 4.373
60 H -4.853 -1.710 4.346
61 H -6.078 -1.494 2.207
62 H -4.806 -1.024 0.126
63 C -1.649 -2.303 -1.019
64 C -0.656 -2.953 -0.110
65 C 0.679 -2.546 -0.116
66 C 1.589 -3.096 0.771
67 C 1.175 -4.057 1.679
68 C -0.140 -4.486 1.676
69 C -1.051 -3.941 0.788
70 H -2.568 -2.889 -1.086
71 H -1.251 -2.113 -2.019
72 H 0.998 -1.754 -0.801
73 H 2.617 -2.759 0.777
74 H 1.871 -4.466 2.395
75 H -0.466 -5.242 2.375
76 H -2.081 -4.271 0.814
77 O 0.117 1.879 -1.513
78 O -0.233 0.660 -2.029

As for the LUMO energy: -0.91 eV. The value obtained for the frontier orbital gap is 5.64 eV.

Here are the Löwdin charges for atoms 1 to 6, given in e: 1.339, -0.078, 0.022, -0.291, 0.124, -0.222